Formula: C31H37BN11NiO2
Source: OMol25
Level of theory: the ωB97M-V functional and the def2-TZVPD basis

Results
Expectation value of S²: 4.14
Highest occupied orbital energy (alpha / beta) in eV: 0.390 / -0.633
Frontier orbital gap (alpha / beta) in eV: 3.71 / 4.73
M in g/mol: 665.22

Structure (ORCA input):
```
! wB97M-V def2-TZVPD RIJCOSX def2/J DEFGRID3
* xyz -2 4
Ni 0.06984 -0.74781 -0.52316
C -3.73811 0.34938 -3.17131
C -3.53748 1.26979 -2.01242
C -4.31065 2.38563 -1.63169
C -3.64174 2.91582 -0.55447
N -2.54910 2.14652 -0.31574
N -2.49702 1.14455 -1.21133
B -1.29934 2.42211 0.58376
N -0.05688 2.53708 -0.33758
C 0.56100 3.67442 -0.73872
C 1.38085 3.36368 -1.79746
C 1.20453 1.97848 -1.99469
C 1.81621 1.07095 -3.01000
N 0.34099 1.50852 -1.11305
N -1.10834 1.30262 1.65282
C -1.44959 1.40669 2.95647
C -1.19427 0.20256 3.56854
C -0.67295 -0.61449 2.54872
C -0.25020 -2.04207 2.62310
N -0.62795 0.06012 1.41039
N -1.43013 3.74108 1.37664
C -0.43034 4.22113 2.14719
C -0.89665 5.34100 2.79673
C -2.22550 5.47522 2.35227
C -3.22285 6.51781 2.74646
N -2.53128 4.50312 1.50602
H -3.80871 0.92262 -4.09868
H -4.64817 -0.24486 -3.06454
H -2.88559 -0.32396 -3.23187
H -5.22011 2.74248 -2.08882
H -3.84956 3.77060 0.06150
H 0.37684 4.61894 -0.25597
H 2.01169 4.03693 -2.35434
H 2.90004 1.18751 -3.04036
H 1.41091 1.27483 -4.00436
H 1.58442 0.04736 -2.71579
H -1.86673 2.30898 3.37038
H -1.35094 -0.05615 4.60244
H -1.10041 -2.68850 2.85411
H 0.51099 -2.18958 3.39088
H 0.14906 -2.32699 1.65121
H 0.52661 3.72640 2.19268
H -0.36160 5.97296 3.48604
H -2.76463 7.22315 3.43882
H -4.08875 6.06183 3.22903
H -3.58215 7.06326 1.87259
C -3.21899 -1.33373 0.56890
O -2.77322 -2.11130 -0.52800
C -1.49541 -1.99159 -0.96597
C -1.40099 -2.99746 -2.08999
H -2.96744 -1.82803 1.51188
H -4.30326 -1.25013 0.47953
H -2.76817 -0.34845 0.55426
H -2.39750 -3.30354 -2.42355
H -0.86526 -3.88201 -1.72947
H -0.82695 -2.60702 -2.92718
N 1.85030 -0.37947 -0.04155
C 2.84506 -0.24626 0.78531
C 2.83713 0.70383 1.86827
C 3.95777 0.93968 2.63421
C 5.15315 0.25534 2.41434
C 5.18151 -0.70816 1.40134
C 4.08364 -0.96651 0.61634
H 1.91765 1.24723 2.06071
H 3.90120 1.67335 3.43432
H 6.03468 0.45178 3.01397
H 6.09672 -1.26783 1.22862
H 4.11015 -1.72509 -0.15681
N 2.79961 -7.66166 -1.34050
C 2.55325 -6.75154 -2.41124
O 2.60936 -7.20259 -3.57579
C 2.22603 -5.41532 -2.05103
C 1.97399 -4.42673 -3.05085
C 1.63266 -3.15137 -2.69404
N 1.49877 -2.71302 -1.41806
C 1.79772 -3.62057 -0.46791
C 2.14163 -4.92516 -0.70846
H 3.21779 -8.50624 -1.69923
H 3.33240 -7.26706 -0.57837
H 2.06034 -4.71093 -4.09204
H 1.44738 -2.40661 -3.46487
H 1.77527 -3.25332 0.55333
H 2.33582 -5.57424 0.13713
*
```